No. 1
# C29H27F17N4O3S

2 unconnected molecules or ions with the total composition C29H27F17N4O3S (wB97M-V/def2-TZVPD, the Open Molecules 2025 dataset).

Geometry as ORCA input:
```
! wB97M-V def2-TZVPD RIJCOSX def2/J DEFGRID3
* xyz 0 1
N 3.35 2.20 3.76
C 2.65 2.52 2.91
O 1.88 2.90 1.94
C 1.95 2.05 0.80
C 2.79 2.30 -0.24
C 3.67 3.54 -0.22
F 4.92 3.28 0.19
F 3.20 4.50 0.59
F 3.75 4.11 -1.44
C 2.82 1.37 -1.34
C 3.77 1.55 -2.51
C 5.26 1.48 -2.15
O 5.41 0.66 -1.01
C 6.08 0.95 -3.38
N 6.55 -0.43 -3.22
C 1.96 0.29 -1.35
C 1.92 -0.72 -2.47
C 3.03 -1.78 -2.38
C 3.02 -2.55 -1.05
C 4.05 -3.66 -1.02
O 5.33 -3.10 -1.29
C 1.06 0.08 -0.26
N 0.19 -0.98 -0.28
C -0.59 -1.12 0.76
C -1.59 -2.24 0.77
C -3.03 -1.67 0.85
C -4.05 -2.50 0.10
F -3.75 -3.82 0.22
F -5.28 -2.34 0.66
C -4.14 -2.21 -1.43
F -2.89 -1.89 -1.85
F -4.52 -3.31 -2.10
C -5.07 -1.01 -1.83
F -4.55 -0.46 -2.95
F -5.00 -0.10 -0.84
C -6.54 -1.45 -2.17
F -6.94 -2.40 -1.33
F -6.51 -1.96 -3.40
S -7.85 -0.06 -2.13
F -8.16 -0.21 -3.67
F -6.75 1.03 -2.47
F -7.57 0.11 -0.58
F -8.98 -1.12 -1.82
F -8.92 1.09 -2.04
C -0.54 -0.23 1.87
N 0.27 0.78 1.92
C 1.07 0.96 0.83
H 3.59 0.80 -3.27
H 3.57 2.51 -2.97
H 5.65 2.48 -1.95
H 6.09 1.04 -0.44
H 5.47 1.02 -4.28
H 6.93 1.63 -3.53
H 6.32 -0.97 -4.04
H 7.56 -0.44 -3.17
H 0.95 -1.21 -2.50
H 2.03 -0.20 -3.41
H 4.02 -1.35 -2.54
H 2.87 -2.50 -3.19
H 2.03 -2.98 -0.91
H 3.24 -1.85 -0.24
H 4.05 -4.11 -0.03
H 3.80 -4.42 -1.77
H 5.99 -3.76 -1.07
H -1.39 -2.86 1.64
H -1.44 -2.82 -0.14
H -3.04 -0.64 0.50
H -3.35 -1.66 1.89
H -1.19 -0.39 2.72
F -2.43 0.40 4.05
C -2.49 1.39 4.99
C -1.32 2.02 5.34
C -1.38 3.03 6.29
C -2.59 3.37 6.87
C -3.76 2.72 6.49
C -3.71 1.71 5.53
H -0.38 1.73 4.88
H -0.47 3.54 6.58
H -2.63 4.16 7.61
H -4.70 2.99 6.94
H -4.60 1.19 5.22
*
```

E_tot = -99643.8214 eV
SMILES = N#COc1c(C(F)(F)F)c(C[C@@H](O)CN)c(CCCCO)c2nc(CCC(F)(F)C(F)(F)C(F)(F)C(F)(F)S(F)(F)(F)(F)F)cnc12.Fc1ccccc1
gap between HOMO and LUMO = 0.3158 hartree

No. 2
# C29H27F6N9SSbScTe

A molecular structure, C29H27F6N9SSbScTe (wB97M-V/def2-TZVPD, the Open Molecules 2025 dataset).

Geometry as ORCA input:
```
! wB97M-V def2-TZVPD RIJCOSX def2/J DEFGRID3
* xyz 3 2
Sc 0.29 -1.28 -0.61
C -3.96 -2.68 0.47
C -2.73 -2.53 -0.14
N -1.79 -1.72 0.37
C -2.07 -1.11 1.53
C -3.33 -1.25 2.12
N -4.27 -2.01 1.58
C -0.95 -0.36 2.16
C -1.07 0.25 3.39
C 0.04 0.90 3.95
C 1.21 0.91 3.20
C 1.26 0.27 1.97
N 0.19 -0.35 1.46
C 2.48 0.22 1.14
C 3.72 0.67 1.58
N 4.80 0.63 0.81
C 4.67 0.11 -0.40
C 3.45 -0.38 -0.84
N 2.35 -0.32 -0.08
C -0.03 1.54 5.27
C -0.78 0.96 6.30
C -0.80 1.59 7.54
N -0.15 2.72 7.79
C 0.55 3.27 6.81
C 0.66 2.72 5.54
H -4.71 -3.34 0.06
H -2.48 -3.07 -1.04
H -3.58 -0.75 3.04
H -2.00 0.24 3.94
H 2.09 1.39 3.61
H 3.86 1.07 2.58
H 5.55 0.07 -1.02
H 3.36 -0.85 -1.81
H -1.30 0.02 6.16
H -1.36 1.16 8.36
H 1.06 4.20 7.04
H 1.24 3.22 4.78
C 0.76 4.08 -1.17
N 1.27 3.04 -2.07
C 2.23 3.26 -3.03
C 2.42 2.10 -3.68
N 1.56 1.16 -3.10
C 0.85 1.77 -2.12
S -0.36 1.19 -1.04
C 1.40 -0.17 -3.62
C 2.16 -0.56 -4.71
C 1.88 -1.76 -5.33
C 0.83 -2.53 -4.85
C 0.18 -2.10 -3.72
N 0.48 -0.96 -3.06
H 1.54 4.83 -1.05
H 0.52 3.64 -0.21
H -0.13 4.55 -1.60
H 2.70 4.22 -3.18
H 3.08 1.89 -4.49
H 2.94 0.07 -5.11
H 2.47 -2.08 -6.18
H 0.54 -3.46 -5.32
H -0.60 -2.71 -3.30
F 2.01 -2.63 -1.41
Sb 1.33 -4.27 -0.58
F 2.95 -4.70 0.17
F 0.98 -2.89 0.77
F -0.30 -3.28 -1.26
F 0.19 -5.46 0.24
F 1.47 -5.11 -2.22
C -5.24 -0.59 -3.67
Te -3.42 -0.03 -2.77
C -4.28 1.20 -1.29
H -5.70 0.31 -4.09
H -5.89 -1.02 -2.91
H -5.03 -1.31 -4.46
H -4.96 0.59 -0.69
H -4.84 1.99 -1.79
H -3.48 1.62 -0.68
*
```

E_tot = -105576.7959 eV
gap between HOMO and LUMO (alpha / beta) = 0.2450 / 0.1517 hartree
energy above the lowest of the compared OMol25 structures with the same formula, charge and spin = 66.2 kcal per mole

No. 3
# C29H27N5NiO2S

A molecular structure, C29H27N5NiO2S (wB97M-V/def2-TZVPD, the Open Molecules 2025 dataset).

Geometry as ORCA input:
```
! wB97M-V def2-TZVPD RIJCOSX def2/J DEFGRID3
* xyz 0 3
Ni 0.01 0.18 -0.02
O 0.02 -1.47 -1.12
C 0.89 -2.43 -1.03
C 1.03 -3.32 -2.12
C 1.94 -4.36 -2.10
C 2.76 -4.58 -0.99
C 2.63 -3.74 0.09
C 1.73 -2.66 0.10
C 1.71 -1.84 1.29
N 1.09 -0.74 1.41
C 1.20 0.06 2.62
C -0.08 0.87 2.81
N -0.50 1.39 1.51
C -1.20 2.45 1.44
C -1.80 2.98 0.24
C -2.51 4.19 0.37
C -3.19 4.75 -0.68
C -3.16 4.09 -1.92
C -2.47 2.91 -2.08
C -1.76 2.30 -1.01
O -1.16 1.18 -1.24
H 0.40 -3.15 -2.99
H 2.01 -5.01 -2.96
H 3.46 -5.40 -0.97
H 3.24 -3.90 0.97
H 2.31 -2.21 2.13
H 2.05 0.75 2.49
H 1.39 -0.56 3.50
H 0.07 1.67 3.54
H -0.87 0.20 3.18
H -1.41 3.01 2.36
H -2.53 4.67 1.34
H -3.73 5.68 -0.57
H -3.68 4.52 -2.77
H -2.45 2.40 -3.04
C -3.15 -1.02 -2.14
C -3.33 -0.74 -0.69
C -4.14 0.21 -0.16
C -4.11 0.40 1.24
N -3.39 -0.34 2.06
C -2.63 -1.35 1.55
S -1.75 -2.42 2.48
N -2.59 -1.49 0.17
C -4.92 1.50 1.85
H -3.73 -0.33 -2.73
H -3.47 -2.04 -2.37
H -2.09 -0.92 -2.39
H -4.74 0.85 -0.79
H -1.93 -2.16 -0.19
H -5.98 1.35 1.63
H -4.63 2.46 1.42
H -4.77 1.51 2.93
N 1.87 0.86 -0.90
C 2.68 0.50 -1.62
C 3.67 0.03 -2.54
C 4.05 -1.31 -2.50
C 5.00 -1.77 -3.40
C 5.56 -0.90 -4.33
C 5.17 0.44 -4.37
C 4.23 0.91 -3.47
H 3.60 -1.97 -1.78
H 5.29 -2.81 -3.38
H 6.29 -1.26 -5.03
H 5.61 1.11 -5.09
H 3.91 1.94 -3.49
*
```

E_tot = -93937.3950 eV
gap between HOMO and LUMO (alpha / beta) = 0.2778 / 0.2749 hartree
energy above the lowest of the compared OMol25 structures with the same formula, charge and spin = 0.0 kcal per mole

No. 4
# C29H27NO4

2 unconnected molecules or ions with the total composition C29H27NO4 at a distorted geometry (wB97M-V/def2-TZVPD, the Open Molecules 2025 dataset).

Geometry as ORCA input:
```
! wB97M-V def2-TZVPD RIJCOSX def2/J DEFGRID3
* xyz 0 1
C 1.48 -3.35 0.77
C 2.65 -3.00 -0.14
C 3.99 -3.42 0.47
O 2.57 -3.70 -1.40
C 1.49 -3.34 -2.18
O 1.02 -4.14 -2.96
C 0.98 -2.00 -1.99
C -0.17 -1.56 -2.78
C -1.49 -1.97 -2.13
C -2.10 -1.10 -1.22
C -3.28 -1.48 -0.58
C -3.84 -2.74 -0.83
C -5.04 -3.12 -0.14
N -6.02 -3.42 0.43
C -3.22 -3.61 -1.73
C -2.04 -3.23 -2.37
C 1.67 -1.08 -1.14
O 1.39 0.10 -1.05
O 2.71 -1.58 -0.38
H 0.51 -3.08 0.33
H 1.51 -4.43 0.97
H 1.60 -2.81 1.72
H 4.79 -3.22 -0.25
H 4.17 -2.86 1.39
H 3.96 -4.49 0.69
H -0.12 -0.47 -2.84
H -0.10 -2.05 -3.76
H -1.62 -0.14 -1.02
H -3.77 -0.79 0.11
H -3.66 -4.59 -1.93
H -1.51 -3.91 -3.05
C -3.48 0.97 4.53
C -2.67 1.27 3.32
C -3.31 1.39 2.07
C -2.58 1.65 0.93
C -1.16 1.80 0.97
C -0.46 2.08 -0.24
C 0.65 2.93 -0.38
C 1.16 3.17 -1.69
C 2.31 3.90 -1.89
C 3.03 4.40 -0.79
C 4.37 5.03 -1.03
C 2.48 4.30 0.50
C 1.30 3.61 0.71
C -0.52 1.63 2.24
C -1.27 1.38 3.38
H -2.90 1.12 5.45
H -4.38 1.60 4.58
H -3.82 -0.07 4.51
H -4.40 1.29 2.02
H -3.08 1.78 -0.03
H -0.88 1.70 -1.17
H 0.61 2.75 -2.54
H 2.69 4.07 -2.90
H 4.92 5.11 -0.09
H 4.94 4.41 -1.72
H 4.29 6.03 -1.47
H 3.01 4.76 1.34
H 0.86 3.56 1.71
H 0.57 1.69 2.30
H -0.77 1.28 4.35
*
```

E_tot = -40189.6448 eV
gap between HOMO and LUMO = 0.1314 hartree
energy above the lowest of the compared OMol25 structures with the same formula, charge and spin = 47.2 kcal per mole

No. 5
# C29H28AsEuN3O4S4Se

A molecular structure, C29H28AsEuN3O4S4Se at a distorted geometry (wB97M-V/def2-TZVPD, the Open Molecules 2025 dataset).

Geometry as ORCA input:
```
! wB97M-V def2-TZVPD RIJCOSX def2/J DEFGRID3
* xyz -2 8
Eu 0.02 0.25 -0.94
C 3.55 3.02 3.71
C 2.17 2.90 3.57
C 1.65 3.00 2.26
C 2.43 3.35 1.20
C 3.79 3.56 1.39
C 4.33 3.38 2.64
H 3.92 2.93 4.77
H 1.64 2.82 4.50
H 0.60 2.76 2.12
H 1.99 3.52 0.20
H 4.37 3.87 0.54
H 5.42 3.47 2.81
S -0.61 -5.09 -3.83
As 0.38 -3.39 -4.76
S 1.55 -2.06 -2.93
S 0.88 -0.18 -3.55
S 2.43 -3.77 -5.43
C -1.12 -6.00 -0.26
N -0.19 -4.83 -0.11
C 1.17 -5.11 -0.72
C -0.84 -3.53 -0.72
C -1.60 -2.73 0.28
C -2.93 -3.09 0.64
C -3.55 -2.47 1.69
C -2.96 -1.37 2.40
C -1.74 -0.90 1.88
C -1.11 -1.54 0.78
H -0.52 -6.78 0.16
H -1.39 -6.15 -1.35
H -2.03 -5.83 0.32
H -0.12 -4.65 0.89
H 1.03 -5.43 -1.78
H 1.61 -5.92 -0.17
H 1.87 -4.28 -0.61
H -1.37 -3.81 -1.62
H 0.06 -3.00 -1.05
H -3.43 -3.96 0.21
H -4.55 -2.79 1.95
H -3.35 -0.92 3.28
H -1.28 -0.13 2.37
Se 3.73 0.24 -1.35
N 2.41 0.09 0.01
C 2.99 -0.64 0.95
C 2.37 -0.95 2.16
C 3.02 -1.83 2.99
C 4.21 -2.45 2.61
C 4.97 -2.00 1.56
C 4.42 -0.97 0.81
N 4.99 -0.42 -0.29
H 1.37 -0.63 2.38
H 2.56 -2.14 3.94
H 4.55 -3.25 3.26
H 6.03 -2.32 1.42
O -0.24 2.44 -2.05
C -1.17 2.80 -1.23
O -1.38 2.17 -0.14
C -2.20 3.77 -1.76
C -1.92 4.49 -2.93
C -2.86 5.35 -3.53
C -4.13 5.46 -2.99
O -5.24 6.12 -3.36
C -6.25 5.87 -2.33
O -5.66 5.05 -1.34
C -4.37 4.75 -1.79
C -3.47 3.92 -1.14
H -0.88 4.47 -3.32
H -2.55 5.83 -4.46
H -7.12 5.35 -2.70
H -6.60 6.88 -1.91
H -3.72 3.45 -0.20
*
```

E_tot = -232041.4228 eV
gap between HOMO and LUMO (alpha / beta) = 0.1181 / 0.1322 hartree
energy above the lowest of the compared OMol25 structures with the same formula, charge and spin = 45.0 kcal per mole

No. 6
# C29H28BN6O3SW

A molecular structure, C29H28BN6O3SW at a distorted geometry (wB97M-V/def2-TZVPD, the Open Molecules 2025 dataset).

Geometry as ORCA input:
```
! wB97M-V def2-TZVPD RIJCOSX def2/J DEFGRID3
* xyz 2 2
W -0.11 0.08 -1.04
C -2.37 -3.07 0.96
C -3.72 -2.70 0.99
C -4.05 -1.46 0.53
C -3.06 -0.58 0.02
N -1.75 -0.97 -0.08
C -1.44 -2.21 0.38
N -3.48 0.70 -0.23
C -2.64 1.67 -0.39
N -1.25 1.70 -0.63
C -0.87 3.15 -0.76
N 0.24 3.63 -1.12
C 1.42 2.89 -1.24
C 2.58 3.63 -1.50
C 3.78 3.01 -1.72
C 3.77 1.61 -1.71
C 2.64 0.95 -1.37
N 1.47 1.57 -1.09
C -2.02 3.94 -0.46
C -2.24 5.33 -0.39
C -3.47 5.72 0.03
C -4.52 4.87 0.38
C -4.27 3.52 0.25
C -3.06 3.10 -0.21
H -2.17 -4.04 1.36
H -4.46 -3.43 1.31
H -5.03 -1.05 0.57
H -0.41 -2.53 0.33
H 2.50 4.68 -1.58
H 4.71 3.51 -1.90
H 4.58 0.92 -2.00
H 2.59 -0.14 -1.20
H -1.49 6.04 -0.63
H -3.72 6.75 0.04
H -5.45 5.25 0.65
H -5.09 2.82 0.47
O 0.17 -1.80 -1.70
N 0.19 -2.17 -2.99
C 0.41 -3.47 -3.26
C 0.49 -3.89 -4.52
C 0.32 -2.99 -5.60
C 0.09 -1.68 -5.32
C 0.04 -1.27 -3.94
S -0.11 0.39 -3.38
H 0.58 -4.07 -2.42
H 0.71 -4.96 -4.69
H 0.50 -3.28 -6.66
H -0.01 -0.88 -6.04
C 0.79 -3.01 2.76
C 1.89 -1.97 2.45
C 3.21 -2.57 2.76
O 1.88 -1.71 0.96
B 1.11 -0.57 0.89
O 0.86 0.13 2.00
C 1.63 -0.54 3.07
C 0.76 -0.53 4.37
C 2.88 0.25 3.27
H 0.87 -3.84 2.00
H -0.26 -2.54 2.84
H 1.01 -3.39 3.75
H 3.31 -3.53 2.32
H 3.33 -2.65 3.83
H 4.06 -2.03 2.34
H -0.23 -0.99 4.14
H 0.54 0.45 4.67
H 1.30 -1.14 5.09
H 3.51 0.25 2.34
H 3.46 -0.14 4.10
H 2.60 1.30 3.56
*
```

E_tot = -58936.0340 eV
gap between HOMO and LUMO (alpha / beta) = 0.2568 / 0.2483 hartree

No. 7
# C29H28Cl4N2NiOPSSi

A molecular structure, C29H28Cl4N2NiOPSSi (wB97M-V/def2-TZVPD, the Open Molecules 2025 dataset).

Geometry as ORCA input:
```
! wB97M-V def2-TZVPD RIJCOSX def2/J DEFGRID3
* xyz 1 3
Ni 0.35 -0.10 -0.30
Cl 0.10 -0.49 2.01
C -1.17 -1.72 2.15
C -1.73 -1.91 3.39
C -2.72 -2.86 3.53
C -3.14 -3.60 2.43
C -2.55 -3.39 1.19
C -1.55 -2.44 1.02
P -0.73 -2.13 -0.57
C -1.73 -2.96 -1.81
C -1.34 -4.18 -2.36
C -2.16 -4.81 -3.29
C -3.36 -4.24 -3.65
C -3.76 -3.03 -3.11
C -2.95 -2.39 -2.19
C 0.83 -3.06 -0.46
C 1.13 -3.92 0.59
C 2.36 -4.56 0.62
C 3.29 -4.35 -0.39
C 2.99 -3.49 -1.43
C 1.77 -2.83 -1.47
H -1.39 -1.31 4.24
H -3.18 -3.02 4.50
H -3.92 -4.34 2.54
H -2.88 -3.97 0.33
H -0.40 -4.63 -2.07
H -1.85 -5.76 -3.71
H -4.00 -4.74 -4.37
H -4.70 -2.58 -3.40
H -3.25 -1.44 -1.77
H 0.41 -4.10 1.38
H 2.59 -5.24 1.44
H 4.24 -4.85 -0.36
H 3.71 -3.31 -2.22
H 1.56 -2.14 -2.28
Cl -0.59 3.13 -2.07
Si -1.14 1.64 -0.71
Cl -3.02 1.09 -1.36
Cl -1.43 2.64 1.08
C 4.96 4.36 0.73
C 4.12 3.24 1.33
C 2.66 3.29 0.90
N 2.49 3.19 -0.55
C 2.43 2.09 -1.26
S 2.54 0.54 -0.54
N 2.34 2.24 -2.61
C 1.85 1.32 -3.57
O 1.59 0.18 -3.31
C 1.70 1.92 -4.93
C 1.95 1.09 -6.02
C 1.82 1.59 -7.30
C 1.42 2.91 -7.50
C 1.14 3.73 -6.41
C 1.29 3.24 -5.12
H 5.97 4.34 1.13
H 4.53 5.34 0.95
H 5.04 4.26 -0.36
H 4.13 3.30 2.42
H 4.53 2.26 1.06
H 2.20 4.23 1.19
H 2.08 2.49 1.36
H 2.37 4.07 -1.04
H 2.45 3.18 -2.97
H 2.25 0.07 -5.84
H 2.03 0.96 -8.15
H 1.31 3.29 -8.50
H 0.81 4.74 -6.57
H 1.02 3.87 -4.29
*
```

E_tot = -154690.3613 eV
gap between HOMO and LUMO (alpha / beta) = 0.2899 / 0.2834 hartree
energy above the lowest of the compared OMol25 structures with the same formula, charge and spin = 0.0 kcal per mole